131
Properties=species:S:1:pos:R:3:mulliken_charge:R:1 method="wB97M-V/def2-TZVPD" lumo_energy_ev=0.17 smiles="CCOC[C@@]1(B(O)OC)NC(=O)[C@](N)(CCCOC(C)=O)[C@@]1(CCF)C(=O)NC(=O)F.FC(F)C(F)(F)COC(F)(F)C(F)F.FC(F)C(F)(F)COC(F)(F)C(F)F.FC(F)C(F)(F)COC(F)(F)C(F)F.FC(F)C(F)(F)COC(F)(F)C(F)F" e_tot_ev=-161194.0760 spin_multiplicity=1 charge=0
C -1.2204 -4.4891 1.7815 -1.287
C -0.6840 -3.5088 0.7111 0.057
O -1.6808 -2.5209 0.4666 -0.260
C -1.1322 -1.3989 -0.2093 -1.540
C -1.2971 -0.0138 0.5445 0.451
B 0.2273 0.4754 0.6687 2.351
O 1.1554 -0.1308 1.4863 -1.151
O 0.7062 1.5503 -0.0862 -0.749
C 0.9033 1.0668 -1.4564 -1.058
N -2.0821 0.8132 -0.4262 -0.097
C -3.3177 1.2608 0.1036 -0.887
O -3.8735 2.2394 -0.2005 -0.606
C -3.6385 0.1625 1.1535 0.166
N -4.0116 -0.9648 0.2614 -0.196
C -4.8628 0.3024 2.0975 -0.632
C -6.1840 0.7247 1.3867 -1.221
C -7.0667 -0.4766 0.9761 -0.459
O -8.2140 -0.5810 1.8772 -0.409
C -8.5204 -1.9193 1.9980 0.718
C -8.4545 -2.4449 3.4287 -1.006
O -8.7767 -2.5774 1.0931 -0.461
C -2.2113 0.0658 1.7769 2.345
C -1.9962 1.4446 2.5075 -1.165
C -1.0065 1.4388 3.6797 -0.476
F -1.6377 1.2323 4.8918 -0.363
C -2.0179 -0.9786 2.8903 -1.059
O -0.9927 -1.5210 2.9469 -0.534
N -3.0434 -1.2701 3.8565 0.159
C -2.5815 -1.8553 5.0329 0.578
O -3.1874 -2.6971 5.5348 -0.572
F -1.5017 -1.4243 5.6080 -0.175
H -0.6957 -4.3560 2.7315 0.282
H -2.2719 -4.2243 1.9489 0.211
H -1.1513 -5.5387 1.4872 0.381
H 0.2292 -3.0591 1.1115 0.050
H -0.4273 -4.0609 -0.2056 0.558
H -1.6423 -1.3185 -1.1755 0.177
H -0.0717 -1.5682 -0.4636 0.298
H 1.8002 0.5693 1.6690 0.319
H -0.0330 1.0062 -2.0022 0.467
H 1.6104 1.7554 -1.9114 0.486
H 1.3859 0.0877 -1.3665 0.124
H -1.6530 1.6994 -0.6962 0.370
H -4.3202 -1.7700 0.7859 0.278
H -4.6841 -0.6712 -0.4326 0.305
H -5.0657 -0.6875 2.5275 0.083
H -4.7331 0.9772 2.9514 0.783
H -6.0143 1.3022 0.4735 0.364
H -6.7448 1.3726 2.0660 0.462
H -6.4946 -1.4070 0.9804 0.369
H -7.4791 -0.3365 -0.0295 0.266
H -7.5804 -3.0936 3.5323 0.228
H -9.3513 -3.0477 3.5875 0.358
H -8.4113 -1.5977 4.1139 0.322
H -1.6417 2.2259 1.8206 0.510
H -2.9290 1.8484 2.9154 0.496
H -0.1408 0.7839 3.5470 0.215
H -0.5963 2.4564 3.7486 0.471
H -3.6982 -1.9312 3.4516 0.306
F 5.9116 -3.8574 0.0096 -0.192
C 6.9702 -3.5003 -0.7482 0.091
F 8.0655 -3.5395 0.0498 -0.280
C 6.8069 -2.0953 -1.3252 0.810
F 6.7757 -1.1742 -0.3375 -0.279
F 7.9241 -1.8328 -2.0610 -0.334
C 5.6030 -1.8805 -2.2559 -0.457
O 4.4414 -1.3061 -1.6777 -0.268
C 3.5473 -2.1360 -1.0278 0.515
F 3.8479 -3.4288 -1.2561 -0.347
F 2.3363 -1.9168 -1.5952 -0.264
C 3.4480 -1.8179 0.4647 0.696
F 4.6486 -1.9388 1.0718 -0.252
F 2.6066 -2.6843 1.0701 -0.226
H 7.1031 -4.2375 -1.5453 0.281
H 5.9248 -1.1424 -2.9909 0.102
H 5.3676 -2.7735 -2.8357 0.381
H 3.0860 -0.8057 0.6222 -0.003
F 3.5893 -0.1298 -5.1755 -0.206
C 4.6499 0.2489 -5.9188 -0.015
F 5.7397 0.2070 -5.1062 -0.310
C 4.4806 1.6602 -6.4803 1.238
F 4.4336 2.5687 -5.4773 -0.278
F 5.6055 1.9434 -7.1988 -0.345
C 3.2853 1.8807 -7.4228 -1.153
O 2.1150 2.4396 -6.8477 -0.375
C 1.2265 1.5901 -6.2191 0.793
F 1.5448 0.3029 -6.4614 -0.275
F 0.0179 1.8022 -6.7809 -0.308
C 1.1230 1.8863 -4.7244 0.272
F 2.3274 1.7755 -4.1259 -0.182
F 0.2894 0.9940 -4.1318 -0.303
H 4.7981 -0.4764 -6.7235 0.297
H 3.6079 2.6239 -8.1408 0.597
H 3.0611 0.9948 -8.0183 0.362
H 0.7452 2.8965 -4.5535 0.289
F 5.6103 5.0225 -8.5927 -0.302
C 4.9577 5.2226 -7.4284 0.175
F 3.7565 4.5907 -7.5330 -0.276
C 4.7342 6.7056 -7.1436 0.895
F 3.9265 7.2542 -8.0773 -0.276
F 4.0643 6.7884 -5.9590 -0.324
C 6.0000 7.5652 -6.9993 -0.796
O 6.4125 8.2928 -8.1442 -0.401
C 7.1882 7.6434 -9.0883 0.763
F 7.6037 6.4498 -8.6207 -0.275
F 8.2948 8.3968 -9.2634 -0.299
C 6.4704 7.5197 -10.4323 0.194
F 5.3077 6.8482 -10.3005 -0.197
F 7.2425 6.8315 -11.3047 -0.256
H 5.5209 4.7462 -6.6216 0.273
H 5.7516 8.3362 -6.2707 0.454
H 6.8252 7.0090 -6.5535 0.345
H 6.2563 8.5078 -10.8454 0.249
F -3.8079 -5.1998 11.1044 -0.219
C -2.7075 -4.9662 10.3575 0.091
F -1.6376 -5.0441 11.1886 -0.277
C -2.7471 -3.5884 9.6994 0.867
F -2.7297 -2.6122 10.6351 -0.289
F -1.5952 -3.4536 8.9843 -0.319
C -3.9072 -3.3333 8.7234 -0.395
O -5.0353 -2.6362 9.2384 -0.411
C -6.0059 -3.3561 9.9069 0.786
F -5.8036 -4.6798 9.7579 -0.288
F -7.1824 -3.0744 9.3012 -0.300
C -6.1121 -2.9492 11.3767 0.200
F -4.9388 -3.1257 12.0162 -0.213
F -7.0367 -3.7166 12.0021 -0.264
H -2.6127 -5.7554 9.6064 0.283
H -3.5121 -2.6674 7.9590 0.079
H -4.1988 -4.2347 8.1847 0.415
H -6.4005 -1.8993 11.4638 0.239

---

88
Properties=species:S:1:pos:R:3:mulliken_charge:R:1 method="wB97M-V/def2-TZVPD" relative_energy_kj_mol=0.0 lumo_energy_ev="-9.09 / -9.09" e_tot_ev=-54084.4509 spin_multiplicity=1 charge=+2
Zr -1.8181 17.9591 14.5859 1.243
C -7.2696 21.4209 18.7974 -1.634
C -5.7353 21.4249 18.5369 1.908
C -5.4182 22.7935 17.8483 -1.703
C -5.0000 21.2925 19.8655 -1.673
C -5.3263 20.2590 17.6344 -0.411
C -4.8316 20.4113 16.3470 -0.898
C -4.2919 19.2650 15.7257 0.264
N -3.5874 19.3136 14.5113 -0.293
C -3.4139 20.3806 13.6673 -0.417
C -4.3656 21.4128 13.4142 -0.517
C -3.9682 22.5773 12.8004 -0.482
C -2.6092 22.7663 12.5377 -0.230
C -1.6986 21.6963 12.5289 -0.520
C -2.0936 20.4773 13.1385 1.670
O -1.2366 19.4640 13.3712 -1.168
C -0.2947 21.8446 11.9630 2.041
C -0.1966 23.2640 11.3277 -2.122
C -0.0228 20.7450 10.8851 -1.834
C 0.7984 21.7428 13.0192 -1.570
C -5.0904 23.5458 12.3841 1.666
C -5.6281 24.2351 13.6867 -1.602
C -6.2635 22.7687 11.6333 -1.509
C -4.4392 24.6155 11.5027 -1.897
C -4.1241 18.0513 16.4748 1.298
O -3.1156 17.2578 16.1050 -0.859
C -4.9920 17.8051 17.5511 -0.124
C -5.4252 18.9352 18.1931 -0.756
C -5.3172 16.4108 18.0083 1.890
C -5.7720 15.6069 16.7660 -1.463
C -4.1269 15.6212 18.6308 -1.509
C -6.4615 16.4219 19.0222 -1.959
H -7.5916 22.2170 19.4795 0.481
H -7.6065 20.4801 19.2457 0.348
H -7.7926 21.5086 17.8600 0.405
H -6.0941 23.5618 18.2821 0.434
H -5.6387 22.8353 16.7899 0.315
H -4.3903 23.0978 18.0001 0.333
H -5.2239 22.1143 20.5678 0.430
H -3.9054 21.2462 19.7760 0.364
H -5.2847 20.3679 20.3793 0.408
H -4.6906 21.3532 15.8207 0.666
H -5.4255 21.1913 13.6347 0.587
H -2.2591 23.7461 12.2757 0.958
H -1.0311 23.4178 10.7027 0.586
H 0.6963 23.4008 10.7019 0.375
H -0.1830 24.0633 12.0952 0.362
H -0.7865 20.8422 10.1084 0.380
H 0.0768 19.8109 11.3895 0.422
H 0.9274 20.9661 10.4199 0.504
H 0.7616 22.6034 13.6940 0.354
H 1.7397 21.8618 12.5403 0.504
H 0.8221 20.8133 13.6020 0.216
H -6.0592 23.5052 14.3602 0.315
H -6.3534 25.0127 13.4854 0.514
H -4.8344 24.7454 14.2556 0.342
H -6.8277 22.1238 12.3329 0.309
H -5.8590 22.0978 10.8766 0.376
H -6.9432 23.4728 11.2334 0.486
H -3.7776 25.2958 12.0871 0.297
H -5.1851 25.1914 10.9943 0.431
H -3.8040 24.1063 10.7698 0.540
H -5.8780 18.8450 19.1645 0.730
H -4.9561 15.5533 16.0037 0.245
H -6.6749 15.9836 16.2627 0.353
H -5.9988 14.5615 17.0245 0.455
H -3.2645 15.6960 17.9597 0.261
H -4.4343 14.5944 18.7725 0.472
H -3.8232 15.9787 19.6245 0.323
H -7.2339 17.1536 18.7306 0.505
H -6.1449 16.7620 20.0359 0.352
H -6.9350 15.4539 19.1942 0.384
F 3.5650 12.5991 10.3437 -0.254
C 2.5768 12.1327 11.1647 0.851
F 2.0517 11.0011 10.5519 -0.228
F 3.1726 11.6689 12.3220 -0.237
C 1.5623 13.1640 11.4928 0.328
C 0.6376 12.7202 12.4640 -0.688
C -0.3550 13.5929 12.9400 -0.682
C -0.4257 14.8906 12.3871 0.569
C 0.4485 15.3193 11.3381 -0.504
C 1.4582 14.4756 10.8994 -0.738
C -1.2498 15.8623 12.9586 0.019
C -2.2547 16.4354 13.4260 -0.177
H 0.7358 11.6927 12.8413 0.389
H -1.0832 13.3457 13.7064 0.487
H 0.2928 16.3608 10.9293 0.417
H 2.2143 14.8073 10.1937 0.490

---

93
Properties=species:S:1:pos:R:3:mulliken_charge:R:1 method="wB97M-V/def2-TZVPD" relative_energy_kj_mol=52.1 lumo_energy_ev="-5.80 / -7.87" e_tot_ev=-92329.3536 spin_multiplicity=2 s_squared=0.76 charge=+2
Ta -1.3905 2.0887 0.0526 0.763
N 2.6913 -0.3002 2.6897 0.361
C 2.1052 1.0974 2.6766 0.121
C 0.7968 1.0652 3.4450 0.028
C 0.0670 2.4068 3.4997 -0.439
N -0.9087 2.6484 2.3625 -0.015
C 1.0424 3.5661 3.7555 -1.578
C 2.4208 3.4982 3.0888 0.029
N 2.3243 3.7539 1.6538 -0.430
C 3.0571 2.1134 3.2748 -1.420
H 2.2016 -0.9380 2.0233 -0.129
H 2.6289 -0.7107 3.6242 0.506
H 3.6770 -0.2806 2.4228 0.538
H 1.9664 1.3557 1.6281 0.213
H 1.0391 0.8129 4.4849 0.789
H 0.1327 0.2804 3.0889 -0.679
H -0.5746 2.3527 4.3799 0.494
H -1.1147 3.6505 2.3650 -0.126
H -1.7794 2.2257 2.6931 0.376
H 1.2139 3.5838 4.8346 0.487
H 0.5663 4.5231 3.5230 0.474
H 3.0531 4.2284 3.6040 0.402
H 3.2474 3.8827 1.2518 0.234
H 1.8165 4.6125 1.4765 0.265
H 3.2334 1.9119 4.3352 0.398
H 4.0243 2.0962 2.7633 0.515
S -2.2926 5.8047 1.9032 -0.186
Sb -2.5598 5.1137 -0.3759 0.531
S -3.5630 2.8243 -0.0978 -0.377
S -0.3142 4.2095 -0.3468 -0.426
C 2.0872 -3.6300 -0.8838 -1.517
C 2.0682 -2.1222 -0.8003 1.248
C 3.4748 -1.5416 -0.8257 -1.988
O 1.2518 -1.5995 -1.8180 -0.058
C 0.7655 -0.3680 -1.3392 -0.882
C 0.4247 -0.6912 0.1483 0.596
O 1.4012 -1.6879 0.4302 -0.285
C -1.0087 -0.9579 0.7255 2.070
O -1.4920 0.3884 0.8367 -0.230
C -0.9976 -1.5587 2.1432 -0.277
C -0.2478 -2.6791 2.4928 -0.129
C -0.3099 -3.1943 3.7834 -1.056
C -1.1427 -2.6238 4.7335 -0.795
C -1.9438 -1.5493 4.3734 -1.105
C -1.8735 -1.0276 3.0913 0.233
C -2.0201 -1.7632 -0.0745 0.463
C -1.6352 -2.8307 -0.8697 0.403
C -2.5918 -3.6222 -1.4893 -0.905
C -3.9400 -3.3644 -1.2997 -0.826
C -4.3292 -2.3027 -0.4958 -1.061
C -3.3754 -1.5046 0.1121 0.002
C -0.1862 0.3403 -2.3287 2.355
O -0.7890 1.3742 -1.5237 -0.513
C -1.2353 -0.4965 -3.0470 0.298
C -2.5894 -0.2189 -2.9499 0.247
C -3.5037 -0.9032 -3.7418 -0.894
C -3.0690 -1.8598 -4.6426 -0.713
C -1.7119 -2.1349 -4.7476 -0.963
C -0.7993 -1.4547 -3.9617 -0.484
C 0.6137 1.0873 -3.4026 0.187
C -0.0352 2.1046 -4.0978 -0.558
C 0.6210 2.7984 -5.0989 -0.890
C 1.9312 2.4741 -5.4290 -0.657
C 2.5749 1.4529 -4.7520 -0.967
C 1.9206 0.7608 -3.7389 -0.170
H 2.2936 -3.9207 -1.9131 0.414
H 1.1347 -4.0595 -0.5830 0.366
H 2.8721 -4.0390 -0.2490 0.394
H 3.9934 -1.8876 -1.7192 0.456
H 4.0355 -1.9042 0.0375 0.516
H 3.4790 -0.4507 -0.8269 0.249
H 1.6029 0.3387 -1.2525 0.624
H 0.7129 0.1923 0.7268 -1.462
H 0.3630 -3.1798 1.7586 0.536
H 0.2753 -4.0697 4.0342 0.526
H -1.1960 -3.0354 5.7323 0.473
H -2.6385 -1.1267 5.0878 0.503
H -2.5228 -0.2058 2.8196 0.466
H -0.5892 -3.0344 -1.0389 0.149
H -2.2795 -4.4409 -2.1242 0.525
H -4.6850 -3.9850 -1.7792 0.461
H -5.3800 -2.0955 -0.3413 0.464
H -3.6942 -0.6869 0.7459 0.327
H -2.9541 0.5338 -2.2629 -0.015
H -4.5585 -0.6774 -3.6553 0.477
H -3.7806 -2.3827 -5.2675 0.457
H -1.3605 -2.8704 -5.4593 0.464
H 0.2571 -1.6482 -4.0829 0.424
H -1.0663 2.3420 -3.8648 0.484
H 0.1058 3.5849 -5.6341 0.452
H 2.4408 3.0089 -6.2189 0.440
H 3.5890 1.1827 -5.0149 0.467
H 2.4342 -0.0546 -3.2468 0.470

---

86
Properties=species:S:1:pos:R:3:mulliken_charge:R:1 method="wB97M-V/def2-TZVPD" lumo_energy_ev=-2.96 e_tot_ev=-182157.7024 spin_multiplicity=1 charge=+1
C -3.6922 1.7999 3.3401 -1.283
C -3.1606 0.3934 3.0762 0.010
Br -4.4081 -0.6544 2.0076 -0.128
C -1.7392 0.4624 2.4982 -0.540
Br -0.6209 -0.9466 3.2761 -0.049
C -1.6256 0.3340 0.9517 -0.083
C -0.3732 1.1530 0.5974 -1.346
N 0.2284 0.8910 -0.7678 0.287
C -0.4086 -0.2498 -1.4913 -0.687
C -0.5250 -1.3648 -0.4593 -0.618
N -1.5723 -1.0574 0.4992 -0.016
H -3.2246 2.1402 4.2588 0.373
H -3.3719 2.4678 2.5429 0.293
H -4.7680 1.8059 3.4430 0.419
H -3.0968 -0.1192 4.0232 0.495
H -1.2856 1.3793 2.8546 0.486
H -2.4892 0.7958 0.4813 0.367
H 0.4102 1.0344 1.3355 0.310
H -0.6574 2.1984 0.6305 0.375
H 0.2475 1.7271 -1.3531 0.351
H 1.2098 0.6310 -0.6254 0.066
H 0.2147 -0.5449 -2.3268 0.522
H -1.3993 0.0251 -1.8317 0.310
H 0.4404 -1.4487 0.0466 0.018
H -0.7719 -2.2946 -0.9534 0.598
H -2.4632 -1.3271 0.1023 0.390
C 4.2167 0.8489 0.4772 -0.663
C 3.3292 -0.1456 0.8699 -0.248
C 3.5697 -1.4720 0.5333 -0.466
C 4.7045 -1.8043 -0.1923 -0.651
C 5.5935 -0.8117 -0.5828 -0.367
C 5.3495 0.5141 -0.2514 -0.545
H 4.0297 1.8821 0.7433 0.454
H 2.4424 0.1128 1.4420 0.915
H 2.8772 -2.2461 0.8419 0.506
H 4.8988 -2.8370 -0.4494 0.409
H 6.4804 -1.0727 -1.1444 0.387
H 6.0439 1.2853 -0.5567 0.403
C -3.9677 0.1549 -3.6812 -0.413
C -4.7828 1.1387 -4.2237 -0.512
C -4.4505 1.7193 -5.4400 -0.339
C -3.3105 1.3091 -6.1186 -0.560
C -2.4987 0.3210 -5.5818 -0.447
C -2.8261 -0.2511 -4.3612 -0.389
H -4.2263 -0.2978 -2.7308 0.462
H -5.6752 1.4533 -3.6990 0.410
H -5.0797 2.4936 -5.8586 0.395
H -3.0518 1.7635 -7.0660 0.460
H -1.6100 0.0030 -6.1113 0.392
H -2.1892 -1.0216 -3.9410 0.581
C -2.5459 -5.6247 2.0624 -0.554
C -1.7421 -4.4941 2.0123 -0.100
C -0.3610 -4.6217 2.0759 -0.031
C 0.2170 -5.8791 2.1831 -0.538
C -0.5873 -7.0090 2.2304 -0.408
C -1.9683 -6.8819 2.1727 -0.369
H -3.6229 -5.5262 2.0175 0.384
H -2.1899 -3.5106 1.9285 0.322
H 0.2654 -3.7375 2.0454 0.186
H 1.2937 -5.9787 2.2323 0.374
H -0.1375 -7.9894 2.3143 0.369
H -2.5946 -7.7631 2.2153 0.369
C -1.1179 4.1160 -5.2863 -0.397
C -0.0475 4.0841 -4.4036 -0.113
C 1.0677 4.8793 -4.6273 -0.389
C 1.1095 5.7139 -5.7350 -0.411
C 0.0390 5.7489 -6.6175 -0.449
C -1.0732 4.9487 -6.3949 -0.393
H -1.9848 3.4930 -5.1097 0.389
H -0.0849 3.4351 -3.5351 0.291
H 1.9042 4.8514 -3.9403 0.342
H 1.9761 6.3374 -5.9099 0.366
H 0.0717 6.4012 -7.4800 0.372
H -1.9057 4.9749 -7.0859 0.392
C 3.5235 -0.1471 4.5805 -0.158
C 2.3580 -0.2241 5.3278 -0.025
C 2.4180 -0.2682 6.7134 -0.586
C 3.6505 -0.2277 7.3509 -0.398
C 4.8182 -0.1460 6.6028 -0.422
C 4.7562 -0.1081 5.2165 -0.521
H 3.4651 -0.1175 3.4999 0.267
H 1.4112 -0.2441 4.8081 0.219
H 1.5077 -0.3334 7.2955 0.387
H 3.7018 -0.2592 8.4313 0.370
H 5.7778 -0.1131 7.1017 0.371
H 5.6667 -0.0501 4.6337 0.397